[1]
Formula: C4H11NO5PSi
Source: the OMol25 dataset
Level of theory: ωB97M-V with the def2-TZVPD basis set

Molar mass ... 212.19 u

The geometry in ORCA input format:
```
! RIJCOSX wB97M-V def2-TZVPD def2/J DEFGRID3
* xyz -1 1
P 1.631 1.418 1.570
Si -0.250 1.597 2.688
O 1.262 1.945 -0.084
O 0.169 -1.693 -4.991
O -0.922 -0.333 0.787
O -0.282 -3.220 -3.347
O -1.974 0.748 -0.642
N -1.965 -0.341 -0.075
C -0.495 -0.924 -2.874
C -1.448 0.184 2.068
C -0.171 -2.059 -3.831
C 2.248 -0.384 1.426
H 1.557 2.919 -0.068
H 0.380 -0.278 -2.755
H -1.372 -0.672 2.880
H -0.866 2.877 2.308
H 3.227 -0.545 2.084
H 1.430 -1.207 1.598
H -2.558 0.557 1.977
H -0.110 1.566 4.140
H -1.323 -0.330 -3.270
H -0.781 -1.304 -1.889
H 2.612 -0.523 0.298
*
```

These are the Mulliken partial charges, in e, on atoms 1 to 5: 0.1596 0.4833 -0.5159 -0.7550 -0.0426


[2]
Formula: C4H11NOS
Source: the OMol25 dataset
Level of theory: ωB97M-V with the def2-TZVPD basis set

Molar mass ... 121.20 u
Energy relative to the best compared isomer or geometry (same formula, charge and spin) ... 32.27 kcal per mole

The geometry in ORCA input format:
```
! RIJCOSX wB97M-V def2-TZVPD def2/J DEFGRID3
* xyz 0 1
S -1.237 -2.264 1.382
O -1.510 1.399 1.330
N 0.403 -0.087 -1.466
C -0.467 -0.101 -0.285
C -0.021 -1.041 0.846
C 1.838 0.156 -1.234
C -0.625 1.316 0.216
H 0.271 -0.936 -1.995
H -2.391 1.125 1.066
H 0.313 1.712 0.597
H -1.950 -1.441 2.157
H 0.856 -1.603 0.502
H -0.971 1.938 -0.609
H 2.439 -0.601 -1.730
H 2.125 1.126 -1.639
H 0.283 -0.451 1.714
H -1.438 -0.420 -0.685
H 2.083 0.172 -0.169
*
```

These are the Mulliken partial charges, in e, on atoms 1 to 5: -0.2103 -0.5306 -0.4120 0.1483 -0.7492


[3]
Formula: C4H11NOS2
Source: the OMol25 dataset
Level of theory: ωB97M-V with the def2-TZVPD basis set

Molar mass ... 153.27 u
Energy relative to the best compared isomer or geometry (same formula, charge and spin) ... 139.18 kcal per mole

The geometry in ORCA input format:
```
! RIJCOSX wB97M-V def2-TZVPD def2/J DEFGRID3
* xyz 0 1
S 0.679 -2.253 -2.758
S 0.513 1.314 0.565
O -0.498 1.922 -0.522
N -1.380 -0.378 -1.301
C -0.080 2.543 1.964
C 1.050 -1.320 -1.139
C -0.021 -0.424 0.909
C -0.335 -1.113 -0.428
H 0.594 3.397 1.685
H 1.595 -0.324 -1.379
H -0.232 1.885 3.145
H -1.308 3.069 1.530
H 1.736 -1.813 -0.482
H -0.817 -2.136 -0.180
H 0.840 -0.924 1.564
H -0.921 -0.419 1.586
H -1.057 0.657 -1.405
H 1.855 -3.280 -2.640
H -2.212 -0.403 -0.714
*
```

These are the Mulliken partial charges, in e, on atoms 1 to 5: -0.2301 0.3917 -0.6645 -0.6738 -0.7993


[4]
Formula: C4H11NP
Source: the OMol25 dataset
Level of theory: ωB97M-V with the def2-TZVPD basis set

Molar mass ... 104.11 u
Energy relative to the best compared isomer or geometry (same formula, charge and spin) ... 50.10 kcal per mole

The geometry in ORCA input format:
```
! RIJCOSX wB97M-V def2-TZVPD def2/J DEFGRID3
* xyz 1 1
P 1.989 -0.494 -0.657
N -0.869 -0.344 -1.007
C -0.338 -0.429 1.162
C 0.453 1.994 -0.077
C -1.245 -1.245 0.128
C 0.306 0.287 -0.124
H -0.565 2.412 0.159
H -0.681 -0.949 -1.869
H -0.804 -2.143 -0.077
H 0.729 2.221 -1.124
H -1.578 0.275 -1.287
H -2.273 -1.238 0.410
H 2.371 -0.218 0.739
H 1.197 2.340 0.638
H 1.534 -1.918 -0.356
H 0.558 -0.905 1.601
H -0.785 0.354 1.743
*
```

These are the Mulliken partial charges, in e, on atoms 1 to 5: 0.0358 -0.1500 -0.4536 -1.1720 -0.6959


Number 1: LUMO level 2.113 eV, frontier orbital gap 5.75 eV, energy -1220.682429 hartree. Number 2: LUMO level 0.822 eV, frontier orbital gap 9.49 eV, energy -687.157916 hartree. Number 3: LUMO level 0.350 eV, frontier orbital gap 9.11 eV, energy -1085.182683 hartree. Number 4: LUMO level -3.533 eV, frontier orbital gap 10.61 eV, energy -554.773886 hartree.